No. 1
{"formula": "C27H29N3O5", "method": "ωB97M-V/def2-TZVPD", "total_charge": 0, "lumo_ev": 0.58, "e_tot_ha": -1586.75659, "smiles": "O=C(NC1CCCCC1)[C@@H](c1ccco1)N(Cc1cccnc1)C(=O)[C@@H]1COc2ccccc2O1", "elements": ["O", "C", "N", "H", "C", "C", "C", "C", "C", "C", "H", "H", "H", "H", "H", "H", "H", "H", "H", "H", "H", "C", "C", "C", "C", "C", "O", "H", "H", "H", "N", "C", "O", "C", "C", "H", "O", "C", "C", "C", "C", "C", "C", "O", "H", "H", "H", "H", "H", "H", "C", "C", "C", "C", "C", "N", "C", "H", "H", "H", "H", "H", "H", "H"], "coordinates": [[-2.55581, -1.05811, 1.64482], [-1.96721, -1.10988, 0.58356], [-0.82040, -1.76480, 0.37711], [-0.37050, -1.69028, -0.52753], [-0.07792, -2.43388, 1.42619], [1.35930, -1.90557, 1.47139], [2.15808, -2.32934, 0.24097], [2.13938, -3.84604, 0.08098], [0.70483, -4.35368, -0.02278], [-0.09236, -3.95168, 1.21485], [-1.12661, -4.28919, 1.12542], [0.34243, -4.42626, 2.09668], [0.69948, -5.44123, -0.12024], [0.23601, -3.93886, -0.91707], [2.70042, -4.12971, -0.81107], [2.62496, -4.30814, 0.94413], [3.18528, -1.97571, 0.34314], [1.74775, -1.85962, -0.65539], [1.84167, -2.29892, 2.36847], [1.35006, -0.81538, 1.54477], [-0.59660, -2.19703, 2.36270], [-2.43008, -0.36223, -0.68786], [-3.89222, -0.08336, -0.72250], [-4.84187, 0.05614, 0.24839], [-6.06142, 0.30514, -0.42698], [-5.76260, 0.30521, -1.75308], [-4.45506, 0.07188, -1.94569], [-6.36750, 0.45068, -2.62596], [-7.02167, 0.46081, 0.01928], [-4.68628, -0.03629, 1.30299], [-1.62053, 0.86578, -0.81803], [-0.47900, 0.75600, -1.52700], [-0.08938, -0.32052, -1.95487], [0.32285, 2.04116, -1.77573], [1.14287, 1.93663, -3.07009], [1.59344, 2.92264, -3.25909], [2.14799, 0.96028, -3.00340], [2.80839, 0.90751, -1.80975], [3.98506, 0.17159, -1.73551], [4.69746, 0.11367, -0.55374], [4.24407, 0.79163, 0.56728], [3.06491, 1.50891, 0.51059], [2.34027, 1.56656, -0.67201], [1.17589, 2.29997, -0.67748], [2.68403, 2.04363, 1.36654], [4.80435, 0.75686, 1.48871], [5.61346, -0.45538, -0.51004], [4.32051, -0.34071, -2.62268], [0.50097, 1.66093, -3.90930], [-0.34330, 2.90571, -1.84773], [-2.07574, 2.06822, -0.14133], [-1.10382, 2.60575, 0.87577], [-0.58174, 1.79471, 1.87660], [0.30477, 2.33994, 2.78900], [0.62554, 3.68426, 2.67428], [0.11352, 4.47130, 1.74494], [-0.72276, 3.94366, 0.87279], [-1.11467, 4.63047, 0.13176], [1.31746, 4.15833, 3.35829], [0.73193, 1.73403, 3.57350], [-0.87055, 0.75742, 1.94600], [-3.00214, 1.79857, 0.37477], [-2.31893, 2.84600, -0.87573], [-2.18074, -0.97022, -1.56697]], "nbo_charge": [-0.6449, 0.6906, -0.6386, 0.4359, -0.0494, -0.4008, -0.4158, -0.3970, -0.4023, -0.4030, 0.2140, 0.2017, 0.2103, 0.1942, 0.2081, 0.1905, 0.2217, 0.2046, 0.2032, 0.2130, 0.2297, -0.1831, 0.2480, -0.2790, -0.3170, 0.0935, -0.4012, 0.2044, 0.2308, 0.2594, -0.4119, 0.6735, -0.6439, -0.0161, -0.0813, 0.1865, -0.4664, 0.2190, -0.2306, -0.2236, -0.2288, -0.2548, 0.2729, -0.5003, 0.2279, 0.2154, 0.2161, 0.2263, 0.2100, 0.2103, -0.2496, -0.0873, -0.1113, -0.2709, 0.0258, -0.4123, 0.0465, 0.1832, 0.1934, 0.2218, 0.2180, 0.2533, 0.2053, 0.2619]}

=====

No. 2
{"formula": "C3H4NO", "method": "ωB97M-V/def2-TZVPD", "total_charge": -1, "lumo_ev": [4.65, 4.23], "e_tot_ha": -246.52451, "elements": ["C", "C", "C", "N", "O", "H", "H", "H", "H"], "coordinates": [[0.05237, -2.13726, -0.27843], [0.45362, -0.98611, -0.36832], [1.05898, 0.23386, -0.41245], [-1.21168, 1.49515, 0.26062], [-0.99889, 2.36288, 1.17594], [-0.66882, -2.90545, -0.21996], [1.35235, 0.68905, -1.34077], [1.42454, 0.67710, 0.50071], [-1.46247, 0.57078, 0.68264]], "nbo_charge": [-0.5160, -0.0187, -0.6990, -0.1449, -0.4673, 0.1960, 0.1908, 0.1967, 0.2624]}

=====

No. 3
{"formula": "C36H32N3O6PS3Ta", "method": "ωB97M-V/def2-TZVPD", "total_charge": 0, "lumo_ev": [-0.65, -0.83], "e_tot_ha": -3599.82967, "multiplicity": 2, "elements": ["Ta", "O", "C", "C", "C", "C", "C", "C", "C", "O", "N", "O", "O", "H", "H", "H", "H", "C", "C", "C", "C", "C", "C", "C", "C", "C", "C", "C", "C", "C", "C", "C", "N", "H", "H", "H", "H", "H", "H", "H", "H", "H", "H", "C", "C", "C", "C", "C", "C", "C", "C", "C", "S", "C", "N", "H", "H", "H", "H", "H", "H", "H", "H", "C", "C", "O", "P", "S", "S", "O", "C", "C", "H", "H", "H", "H", "H", "H", "H", "H", "H", "H"], "coordinates": [[0.23695, 0.18802, -0.09374], [2.19929, 0.69067, 0.17326], [2.96472, 1.64030, 0.47218], [2.54890, 2.76110, 1.20671], [3.45251, 3.81286, 1.46420], [3.04397, 4.86526, 2.22387], [1.74120, 4.91791, 2.77696], [0.86111, 3.90850, 2.55656], [1.21322, 2.77738, 1.74301], [0.37641, 1.85100, 1.54694], [3.97190, 5.96209, 2.48679], [5.09463, 5.88333, 2.02125], [3.59037, 6.86268, 3.21149], [4.00950, 1.54877, 0.16307], [4.45738, 3.78945, 1.06462], [1.47034, 5.77756, 3.37230], [-0.14015, 3.93006, 2.96467], [3.15503, -3.15956, -0.41944], [2.54482, -4.27681, 0.13265], [1.18411, -4.23858, 0.37285], [0.42416, -3.09740, 0.09037], [1.05518, -1.89685, -0.28031], [2.42098, -1.99891, -0.59255], [-1.06256, -3.17150, 0.12273], [-1.73246, -4.37288, 0.50221], [-3.08746, -4.41604, 0.50564], [-3.82184, -3.30720, 0.02784], [-5.23058, -3.32180, -0.07550], [-5.88850, -2.28353, -0.66941], [-5.15062, -1.21000, -1.20844], [-3.78909, -1.16429, -1.09959], [-3.08789, -2.19464, -0.43126], [-1.72274, -2.11817, -0.30113], [4.20663, -3.17852, -0.67970], [3.11071, -5.17401, 0.34676], [0.72056, -5.12758, 0.77293], [2.95344, -1.12830, -0.95358], [-1.17618, -5.24981, 0.78677], [-3.61412, -5.31092, 0.81645], [-5.77129, -4.18070, 0.30441], [-6.96715, -2.29600, -0.75529], [-5.66901, -0.41187, -1.72488], [-3.22335, -0.35746, -1.52977], [1.94307, -1.45345, 2.54149], [0.47436, -1.32204, 2.80092], [0.01081, -1.93510, 3.99127], [-1.28626, -1.81723, 4.36037], [-2.15757, -1.02937, 3.57822], [-3.49228, -0.80964, 3.98035], [-4.29738, 0.00305, 3.23556], [-3.79489, 0.60595, 2.07513], [-2.50339, 0.39663, 1.63780], [-1.98501, 1.14956, 0.15605], [-1.64811, -0.44306, 2.40022], [-0.33454, -0.65178, 1.99398], [2.46246, -1.48122, 3.49989], [2.33166, -0.63091, 1.95649], [2.16457, -2.38256, 2.01529], [0.72030, -2.48923, 4.58971], [-1.66058, -2.28706, 5.26198], [-3.84791, -1.28572, 4.88531], [-5.32102, 0.18964, 3.53275], [-4.43429, 1.25170, 1.48657], [-0.08079, 2.80428, -6.33621], [-0.44573, 3.08642, -4.89918], [-0.75468, 1.84432, -4.21719], [0.24286, 1.26613, -3.13592], [-0.38541, -0.50249, -2.51558], [0.51363, 2.43675, -1.55605], [1.57095, 1.15138, -4.02139], [2.81791, 0.75713, -3.42481], [3.92566, 1.07969, -4.39644], [0.09683, 3.74323, -6.86297], [-0.88961, 2.27477, -6.83878], [0.82129, 2.19680, -6.38969], [-1.34470, 3.69571, -4.81918], [0.36081, 3.60262, -4.37388], [2.76469, -0.31303, -3.21098], [2.94250, 1.29713, -2.48226], [3.78681, 0.54235, -5.33414], [4.88669, 0.78652, -3.97197], [3.95326, 2.14856, -4.60758]], "mulliken_spin": [0.9014, -0.0954, 0.0453, 0.0393, 0.0089, 0.0085, 0.0089, -0.0027, 0.0230, 0.0641, -0.0006, -0.0008, 0.0038, -0.0029, 0.0006, -0.0001, -0.0009, -0.0165, 0.0208, -0.0220, 0.0433, -0.0763, 0.0460, -0.0035, 0.0027, -0.0019, 0.0026, -0.0018, 0.0024, -0.0010, 0.0006, -0.0075, 0.0043, -0.0008, 0.0019, 0.0007, 0.0081, 0.0003, 0.0000, 0.0000, 0.0002, -0.0001, 0.0031, 0.0321, -0.0260, -0.0030, -0.0003, 0.0013, -0.0023, 0.0010, -0.0036, 0.0161, -0.0412, 0.0156, 0.0173, 0.0003, -0.0112, -0.0019, 0.0001, 0.0001, 0.0001, 0.0001, -0.0005, -0.0001, 0.0003, 0.0023, 0.0111, 0.0091, -0.0074, -0.0017, -0.0260, -0.0025, 0.0000, 0.0000, 0.0000, 0.0001, 0.0008, 0.0017, 0.0123, 0.0003, -0.0001, 0.0002]}